No. 1
Here is a structure of composition C23H25As2BCrF7N4O3S3Se from OMol25. Energies are from ωB97M-V/def2-TZVPD.

Results
LUMO (spin up / spin down) = 0.1524 / 0.1517 Eh
HOMO energy (spin up / spin down) = -1.27 / -2.24 eV
ΔE to the lowest compared entry with this formula, charge and spin = 0.0 kcal/mol

ORCA input file:
```
! RIJCOSX wB97M-V def2-TZVPD def2/J DEFGRID3
* xyz -2 6
Cr 0.008 0.728 0.769
C 0.234 -3.458 2.326
As -0.770 -1.876 1.739
C -1.611 -1.494 3.467
C -2.276 -2.763 0.823
C -2.634 -4.055 1.188
C -3.584 -4.791 0.489
C -4.186 -4.221 -0.624
C -3.845 -2.938 -1.010
C -2.901 -2.166 -0.305
As -2.593 -0.104 -2.537
C -4.521 0.312 -2.733
C -2.550 -1.691 -3.715
H -0.307 -4.056 3.061
H 1.160 -3.075 2.754
H 0.486 -4.066 1.457
H -2.186 -2.353 3.818
H -2.260 -0.627 3.359
H -0.810 -1.266 4.171
H -2.148 -4.513 2.041
H -3.840 -5.796 0.805
H -4.931 -4.771 -1.187
H -4.343 -2.491 -1.858
H -5.151 -0.559 -2.550
H -4.703 0.690 -3.741
H -4.766 1.092 -2.012
H -3.530 -2.142 -3.876
H -1.865 -2.424 -3.293
H -2.143 -1.364 -4.672
S -2.420 0.461 0.418
C -2.641 -0.803 -0.725
F 0.308 -1.170 -3.077
B 1.203 -1.245 -2.011
F 1.475 -2.560 -1.664
F 2.369 -0.536 -2.302
F 0.559 -0.607 -0.855
Se 0.715 2.272 -2.193
N 1.359 2.104 -0.551
C 2.070 3.191 -0.296
C 2.740 3.452 0.942
C 3.437 4.606 1.061
C 3.519 5.557 -0.013
C 2.898 5.348 -1.197
C 2.142 4.145 -1.372
N 1.480 3.831 -2.475
H 2.659 2.721 1.736
H 3.939 4.828 1.994
H 4.086 6.469 0.140
H 2.942 6.063 -2.007
F -3.599 3.781 1.317
C -2.718 3.694 2.315
F -2.944 4.743 3.126
F -2.990 2.594 3.016
S -0.950 3.720 1.682
O -0.322 4.707 2.517
O -1.077 4.024 0.283
O -0.483 2.348 1.976
C 4.917 0.292 -1.390
C 4.302 -0.533 -0.297
C 4.446 -1.917 -0.255
C 3.773 -2.565 0.760
N 3.018 -1.939 1.654
C 2.927 -0.602 1.539
S 1.843 0.262 2.605
N 3.577 0.115 0.600
H 5.943 -0.016 -1.603
H 4.896 1.344 -1.109
H 4.323 0.163 -2.298
H 5.018 -2.456 -0.999
H 3.826 -3.647 0.857
*
```

---

No. 2
Here is a cluster of 2 separate species, C5H13NO2S in total in a non-equilibrium geometry from OMol25. Energies are from ωB97M-V/def2-TZVPD.

Results
LUMO (spin up / spin down) = 0.0212 / 0.0210 Eh
HOMO energy (spin up / spin down) = -7.04 / -7.55 eV
ΔE to the lowest compared entry with this formula, charge and spin = 171.4 kcal/mol

ORCA input file:
```
! RIJCOSX wB97M-V def2-TZVPD def2/J DEFGRID3
* xyz 0 1
C 1.601 -2.113 0.776
C 0.697 2.206 -1.170
C 2.185 -0.855 0.307
C -2.388 -0.723 0.025
C 1.244 -0.049 -0.630
N -2.189 1.942 -0.391
O -0.634 0.896 1.368
O 1.461 1.268 -0.545
S -1.874 0.883 0.667
H 1.614 -2.919 0.219
H 2.321 -2.345 1.545
H 0.680 -1.985 1.312
H -1.689 -0.914 -0.774
H 0.104 1.862 -2.018
H 1.107 3.235 -1.265
H 3.077 -1.046 -0.340
H 2.434 -0.210 1.242
H -3.343 -0.656 -0.475
H -2.439 -1.493 0.728
H 0.400 -0.384 -1.336
H -1.398 2.427 -0.852
H -2.970 0.974 1.608
*
```

---

Computed DFT total energy (eV) in order:
-304018.9235 -21809.0870